[1]
{
  "formula": "C20H29ClN2OP",
  "method": "ωB97M-V/def2-TZVPD",
  "symbols": ["C", "C", "P", "C", "C", "C", "C", "C", "C", "C", "C", "C", "C", "C", "C", "C", "C", "C", "O", "Cl", "C", "C", "N", "C", "N", "H", "H", "H", "H", "H", "H", "H", "H", "H", "H", "H", "H", "H", "H", "H", "H", "H", "H", "H", "H", "H", "H", "H", "H", "H", "H", "H", "H", "H"],
  "xyz": [[-2.93272, 1.93057, 6.18629], [-3.65283, 1.73848, 4.72453], [-2.58744, 2.69538, 3.48155], [-3.84298, 3.80710, 2.54769], [-1.81663, 1.58128, 2.16539], [-1.75000, 2.17175, 0.70486], [-1.09358, 1.37584, -0.46474], [-0.96052, 1.92383, -1.92032], [-0.24179, 1.03832, -2.98592], [0.36929, -0.37264, -2.67292], [1.12365, -1.15936, -3.87652], [2.51134, -0.38269, -4.12335], [3.76958, -1.32155, -4.45765], [5.11816, -0.42891, -4.22542], [3.92965, -2.60863, -3.50708], [0.21344, -0.91980, -1.23498], [0.80549, -2.37440, -0.90018], [-0.24620, -3.56308, -1.19212], [-1.47094, -3.42398, -0.95813], [0.25595, -5.20051, -1.88912], [-0.50470, -0.03246, -0.13585], [-0.63997, -0.54724, 1.34457], [-1.25458, 0.24844, 2.40384], [-1.27078, -0.35510, 3.77668], [-0.05101, -1.22012, 4.03073], [-2.38086, 0.98028, 6.51431], [-2.10844, 2.73769, 6.06064], [-3.64968, 2.34920, 6.97537], [-3.79862, 0.63091, 4.48723], [-4.65181, 2.31910, 4.81698], [-4.42520, 4.35916, 3.36087], [-3.30681, 4.53435, 1.83850], [-4.59404, 3.14017, 1.97171], [-2.16004, 3.22164, 0.47788], [-1.39365, 2.96316, -2.14660], [-0.18458, 1.48252, -4.04402], [0.45111, -1.11820, -4.81757], [1.22580, -2.26269, -3.60344], [2.34658, 0.28530, -5.05802], [2.78021, 0.36409, -3.27899], [3.82227, -1.63082, -5.57276], [5.11163, 0.54462, -4.82922], [6.06187, -1.01748, -4.55216], [5.29058, -0.20096, -3.10089], [3.69427, -2.37253, -2.41269], [5.01092, -2.98537, -3.61213], [3.23929, -3.44332, -3.90742], [1.73144, -2.60127, -1.55386], [1.15998, -2.47850, 0.18485], [-0.21725, -1.60102, 1.53373], [-1.28031, 0.42327, 4.61857], [-2.16797, -1.08676, 3.83316], [0.73499, -0.55239, 4.00109], [-0.12155, -1.58469, 4.99305]],
  "lowdin_charge": [-0.189, -0.409, 0.941, -0.300, -0.273, 0.021, -0.107, 0.007, 0.034, -0.089, -0.137, -0.184, -0.387, -0.122, -0.106, -0.055, -0.110, -0.657, -0.012, 0.585, -0.019, 0.105, -0.071, -0.223, -0.001, 0.065, 0.051, 0.080, 0.072, 0.089, 0.054, 0.046, 0.069, 0.099, 0.112, 0.118, 0.133, 0.090, 0.125, 0.127, 0.144, 0.080, 0.085, 0.089, 0.074, 0.088, 0.084, 0.088, 0.125, 0.131, 0.110, 0.155, 0.087, 0.089],
  "lumo_energy_ev": -4.5,
  "total_energy_ha": -1765.248735,
  "molar_mass_da": 379.9,
  "homo_lumo_gap_ev": 6.6,
  "charge": 1,
  "e_homo_ev": -11.027
}


[2]
{
  "formula": "C20H29F7N2O20S2",
  "method": "ωB97M-V/def2-TZVPD",
  "symbols": ["C", "N", "C", "C", "C", "C", "O", "H", "H", "H", "H", "H", "H", "H", "H", "H", "H", "H", "H", "H", "H", "N", "S", "O", "O", "F", "S", "O", "O", "F", "C", "C", "O", "C", "O", "O", "F", "H", "H", "H", "C", "C", "O", "C", "O", "O", "F", "H", "H", "H", "C", "C", "O", "C", "O", "O", "F", "H", "H", "H", "C", "C", "O", "C", "O", "O", "F", "H", "H", "H", "C", "C", "O", "C", "O", "O", "F", "H", "H", "H"],
  "xyz": [[6.58876, 2.65244, -4.03784], [5.16922, 3.06275, -4.54070], [4.60273, 3.96281, -3.37708], [5.31957, 3.92748, -5.88429], [4.33567, 1.74294, -4.73689], [3.11159, 1.73555, -5.68957], [2.33458, 2.80325, -5.32530], [6.54334, 2.00926, -3.15900], [7.05469, 3.56232, -3.65950], [7.18557, 2.14138, -4.79331], [5.17222, 4.89219, -3.38057], [4.63054, 3.39840, -2.44501], [3.57455, 4.22626, -3.62515], [6.17813, 4.58210, -5.73448], [4.36914, 4.45763, -5.94537], [5.49177, 3.27222, -6.73816], [4.05553, 1.33387, -3.76617], [5.04563, 1.19298, -5.35463], [2.48196, 0.84856, -5.61937], [3.26598, 1.75026, -6.76847], [1.79382, 2.44855, -4.61582], [-0.61016, 0.92678, -1.51018], [-0.55790, 1.49373, -0.14897], [0.74158, 1.59415, 0.51178], [-1.71814, 1.20257, 0.69085], [-0.92259, 2.97837, -0.52526], [-0.57982, -0.69843, -0.91394], [-1.77391, -1.49921, -0.81627], [0.45241, -1.03847, 0.03004], [0.06104, -1.32284, -2.32062], [-4.82390, -3.95515, 3.38862], [-3.74385, -4.06988, 4.39126], [-4.59959, -4.32576, 5.43549], [-5.77638, -3.61812, 5.33265], [-6.61794, -3.51287, 6.20370], [-5.97579, -3.31400, 3.97472], [-2.99290, -3.00643, 4.61595], [-4.94249, -4.85938, 2.79163], [-4.57167, -3.22629, 2.61840], [-3.05830, -4.89134, 4.18310], [2.81776, -1.72301, 5.82420], [2.72330, -0.21911, 6.13092], [3.31415, -0.14257, 7.46674], [4.28210, -1.19515, 7.48035], [5.18001, -1.37137, 8.31282], [4.15155, -1.90182, 6.32494], [1.53500, 0.22776, 6.15513], [2.79135, -1.98306, 4.76601], [2.03002, -2.26135, 6.35124], [3.33448, 0.29181, 5.38693], [-4.69274, 1.70806, -5.11170], [-4.99469, 2.87346, -4.09226], [-5.98833, 2.24891, -3.20922], [-6.42038, 1.07910, -3.66543], [-7.32038, 0.37680, -3.26475], [-5.81883, 0.82825, -4.74158], [-5.54888, 3.93623, -4.59946], [-3.68652, 1.31544, -4.96520], [-4.94037, 2.27178, -6.01114], [-4.13837, 3.21467, -3.51053], [-4.82445, 4.46094, 5.53700], [-5.51171, 5.72759, 6.13192], [-5.04157, 5.94115, 7.43564], [-3.92379, 5.21003, 7.60257], [-3.24247, 5.14933, 8.69405], [-3.73307, 4.39003, 6.55046], [-6.78363, 5.33633, 6.16663], [-4.52191, 4.51973, 4.49148], [-5.46229, 3.57991, 5.60799], [-5.37581, 6.64049, 5.55206], [2.26473, -7.51175, -2.24142], [1.58119, -8.74006, -2.79211], [2.14650, -9.83519, -2.21622], [3.35218, -9.55164, -1.76843], [4.20741, -10.27379, -1.32998], [3.52280, -8.18910, -1.91811], [1.79207, -8.79223, -4.08474], [1.74969, -7.02961, -1.41051], [2.40707, -6.75729, -3.01511], [0.49214, -8.71033, -2.75745]],
  "lowdin_charge": [-0.002, -0.282, 0.032, 0.064, -0.058, -0.255, -0.052, 0.105, 0.098, 0.105, 0.102, 0.111, 0.094, 0.098, 0.099, 0.102, 0.144, 0.122, 0.137, 0.126, 0.111, -0.274, 0.344, -0.320, -0.307, -0.203, 0.595, -0.278, -0.289, -0.269, -0.099, -0.384, 0.119, -0.448, 0.156, 0.079, 0.118, 0.143, 0.143, 0.175, -0.044, -0.384, 0.099, -0.447, 0.126, 0.041, 0.157, 0.141, 0.142, 0.171, 0.036, -0.299, 0.132, -0.657, 0.149, 0.095, 0.110, 0.137, 0.134, 0.163, 0.024, -0.328, 0.141, -0.473, 0.070, 0.054, 0.076, 0.134, 0.135, 0.168, -0.016, -0.403, 0.175, -0.530, 0.172, 0.050, 0.103, 0.137, 0.139, 0.173],
  "lumo_energy_ev": -1.2,
  "total_energy_ha": -3888.991420,
  "molar_mass_da": 814.6,
  "homo_lumo_gap_ev": 7.9,
  "e_homo_ev": -9.111
}


[3]
{
  "formula": "C20H29FeN9O7SSe2",
  "method": "ωB97M-V/def2-TZVPD",
  "symbols": ["Fe", "O", "C", "C", "C", "O", "C", "Se", "C", "Se", "H", "H", "H", "H", "H", "H", "H", "H", "H", "H", "N", "N", "N", "C", "N", "N", "H", "H", "H", "O", "C", "N", "S", "O", "O", "C", "C", "C", "C", "C", "C", "H", "H", "H", "H", "C", "N", "C", "C", "C", "N", "C", "C", "O", "H", "H", "H", "H", "H", "H", "H", "H", "H", "H", "H", "H", "O", "C", "N"],
  "xyz": [[0.08634, 0.72621, 1.07774], [5.27915, -0.67218, 4.33372], [4.13096, 0.04531, 4.78859], [2.98345, -0.10793, 3.78285], [2.79456, -1.62729, 3.54513], [1.46423, -2.06728, 3.37435], [1.76694, 0.51486, 4.48477], [0.31325, 1.36053, 3.45920], [3.39248, 0.66450, 2.52148], [2.50004, 0.20868, 0.84283], [5.98185, -0.55696, 4.97785], [4.36776, 1.11082, 4.90008], [3.80471, -0.34118, 5.76265], [3.15298, -2.16306, 4.42808], [3.42045, -1.93497, 2.70115], [1.05935, -1.61283, 2.62272], [2.11736, 1.32591, 5.12851], [1.29745, -0.23573, 5.11919], [4.44918, 0.48359, 2.32407], [3.25435, 1.73313, 2.69456], [-1.88432, 4.62651, -1.82522], [-0.83064, 4.20451, -1.02508], [-0.46162, 4.86120, 0.05270], [0.49728, 4.06829, 0.51291], [0.69512, 2.99961, -0.26831], [-0.16612, 3.11461, -1.25735], [-2.69591, 4.61382, -1.20630], [-2.03723, 3.86981, -2.49611], [1.02478, 4.23827, 1.43495], [0.06725, 0.09372, -0.94080], [-0.68759, 0.35605, -1.90374], [-1.99651, 0.54398, -1.85188], [-2.59482, 0.88260, -3.31534], [-3.01359, 2.26360, -3.41300], [-3.55743, -0.11153, -3.71918], [-1.07612, 0.69792, -4.21779], [-0.79284, 0.82103, -5.56273], [0.53443, 0.66133, -5.94591], [1.52855, 0.39872, -5.00464], [1.22224, 0.28271, -3.65420], [-0.10090, 0.43173, -3.28329], [-1.56837, 1.03624, -6.28572], [0.80176, 0.74929, -6.99155], [2.55438, 0.29111, -5.33368], [1.97688, 0.09503, -2.90068], [-3.42926, -0.78895, 1.06072], [-2.62564, -1.71293, 0.28053], [-3.31754, -2.27728, -0.87291], [-2.36275, -2.97255, -1.81931], [-1.34013, -3.74401, -1.00955], [-0.63309, -2.81885, -0.14611], [0.76660, -3.05492, 0.16730], [-1.30828, -1.86119, 0.52247], [-0.71534, -1.16705, 1.39633], [-3.68040, 0.08584, 0.46114], [-2.88341, -0.47005, 1.94169], [-4.34958, -1.30006, 1.35669], [-3.82209, -1.46009, -1.39268], [-4.08157, -2.97506, -0.51006], [-1.85021, -2.23228, -2.43477], [-2.91945, -3.63336, -2.48419], [-0.60574, -4.22040, -1.65850], [-1.82681, -4.53479, -0.42216], [1.22692, -3.55103, -0.68680], [0.88510, -3.67768, 1.05782], [1.28057, -2.11240, 0.34086], [-3.40178, 3.20617, 0.47796], [-2.48074, 2.51184, 0.78858], [-1.58091, 1.81679, 1.11737]],
  "mulliken_spin": [4.197, 0.000, 0.001, -0.012, 0.007, 0.002, 0.023, 0.329, -0.009, 0.266, 0.000, -0.001, 0.000, 0.000, 0.002, -0.005, 0.011, 0.003, 0.009, -0.002, 0.000, 0.004, -0.002, 0.006, 0.018, 0.000, 0.000, 0.000, -0.001, 0.043, -0.043, 0.005, 0.000, 0.000, 0.000, -0.001, 0.000, 0.000, 0.000, -0.002, 0.006, 0.000, 0.000, 0.000, 0.000, -0.002, 0.004, 0.000, 0.002, -0.001, 0.007, 0.007, -0.008, 0.052, 0.001, 0.003, 0.001, -0.001, 0.001, 0.000, 0.000, 0.000, 0.000, 0.000, 0.000, 0.001, 0.026, 0.018, 0.034],
  "lumo_energy_ev": [2.5, 2.3],
  "total_energy_ha": -8263.899789,
  "spin_multiplicity": 6,
  "molar_mass_da": 753.3,
  "homo_lumo_gap_ev": [7.0, 7.0],
  "charge": -1,
  "e_homo_ev": [-4.470, -4.777]
}


[4]
{
  "formula": "C20H29N2O2",
  "method": "ωB97M-V/def2-TZVPD",
  "symbols": ["C", "C", "C", "N", "C", "C", "O", "C", "O", "C", "C", "C", "C", "C", "C", "C", "C", "C", "C", "C", "C", "C", "N", "C", "H", "H", "H", "H", "H", "H", "H", "H", "H", "H", "H", "H", "H", "H", "H", "H", "H", "H", "H", "H", "H", "H", "H", "H", "H", "H", "H", "H", "H"],
  "xyz": [[1.80036, 1.33305, 1.50597], [0.74465, 0.59002, 2.33602], [-0.59588, 1.20756, 2.17635], [-1.44920, 0.97367, 1.17236], [-1.26168, 0.08528, 0.05346], [-1.15158, 0.84553, -1.30144], [-2.37356, 0.83679, -1.97545], [-0.05582, 0.20588, -2.16090], [-0.41422, -1.14692, -2.31429], [0.44528, -1.90594, -3.14977], [1.80796, -2.21623, -2.52163], [2.66300, -3.04647, -3.47884], [3.89559, -3.55869, -2.79676], [4.05467, -3.58024, -1.48460], [3.01198, -3.10303, -0.51895], [1.65484, -2.97605, -1.20443], [-2.57523, 1.75324, 1.36678], [-3.74227, 1.89386, 0.62719], [-4.68779, 2.76882, 1.12125], [-4.48518, 3.47994, 2.30690], [-3.32527, 3.35099, 3.04320], [-2.36459, 2.47479, 2.55420], [-1.11445, 2.11192, 3.01750], [-0.49462, 2.61404, 4.21728], [2.76968, 0.86537, 1.65000], [1.87494, 2.37384, 1.81002], [1.55451, 1.30338, 0.44771], [0.70856, -0.45551, 2.02528], [1.02852, 0.60975, 3.38834], [-0.36841, -0.51483, 0.21390], [-2.12209, -0.58660, -0.00840], [-0.90775, 1.89748, -1.11235], [-2.44251, -0.00082, -2.45519], [0.92279, 0.31580, -1.67435], [-0.01370, 0.71047, -3.13707], [0.58248, -1.38808, -4.10883], [-0.10068, -2.83580, -3.32535], [2.33626, -1.27608, -2.32521], [2.94858, -2.44739, -4.34689], [2.08265, -3.89643, -3.85239], [4.67212, -3.93070, -3.44882], [4.97121, -3.94957, -1.04836], [2.94608, -3.79960, 0.32019], [3.32354, -2.13419, -0.11017], [0.93947, -2.46717, -0.55324], [1.26097, -3.97143, -1.41580], [-3.88714, 1.36594, -0.30045], [-5.60828, 2.91032, 0.57819], [-5.25558, 4.14982, 2.65388], [-3.18267, 3.90601, 3.95575], [0.54731, 2.87125, 4.03312], [-0.54610, 1.87370, 5.01803], [-1.02177, 3.50925, 4.53705]],
  "lowdin_charge": [-0.044, -0.126, -0.165, 0.062, -0.031, -0.321, -0.013, -0.165, -0.147, -0.164, -0.313, -0.158, -0.093, -0.102, -0.193, -0.157, -0.114, 0.027, -0.046, -0.053, 0.009, -0.124, 0.009, 0.029, 0.087, 0.083, 0.065, 0.121, 0.121, 0.114, 0.157, 0.163, 0.113, 0.118, 0.146, 0.136, 0.140, 0.144, 0.122, 0.127, 0.104, 0.103, 0.112, 0.109, 0.099, 0.133, 0.111, 0.116, 0.115, 0.114, 0.104, 0.116, 0.099],
  "lumo_energy_ev": -2.8,
  "total_energy_ha": -1039.286191,
  "molar_mass_da": 329.5,
  "homo_lumo_gap_ev": 8.6,
  "charge": 1,
  "e_homo_ev": -11.347
}